# C29H43Cl2F5N3O5PbSi

A structure of composition C29H43Cl2F5N3O5PbSi in a non-equilibrium geometry (wB97M-V/def2-TZVPD, the OMol25 dataset).

Values from the calculation:
* calculated total energy: -3573.4252 a.u.
* strongest force on any atom: 3.039 eV/A
* net charge: -1
* E_LUMO: 1.6 eV
* HOMO-LUMO gap: 0.23249 hartree
* multiplicity: 1
* HOMO level: -4.723 eV

XYZ file:
```
89
Properties=species:S:1:pos:R:3:forces:R:3
C -1.5534 5.7436 -3.5128 -0.1 0.1 -0.1
C -2.1394 5.4405 -4.8674 -0.4 0.0 -1.3
H -0.5744 6.2122 -3.6551 0.0 -0.1 0.2
H -1.4659 4.8458 -2.8785 0.0 0.5 -0.5
H -2.1924 6.4806 -3.0102 0.0 -0.1 0.1
C -2.1125 6.3134 -5.9045 -0.3 -0.3 0.4
C -1.5671 7.7124 -5.8542 0.6 0.3 0.0
H -2.5778 6.0856 -6.8759 0.1 -0.1 0.9
H -0.5258 7.7087 -5.4774 -0.4 0.2 -0.1
H -2.1546 8.3808 -5.1955 0.2 -0.3 -0.2
H -1.5543 8.1665 -6.8658 0.0 -0.2 0.6
Pb -3.4996 1.7519 -2.3861 0.7 0.6 0.3
Cl -4.7373 3.9372 -2.0655 -0.1 -0.3 0.3
C -2.9212 -1.8732 -2.3064 1.3 0.4 0.0
O -1.7128 -1.6921 -2.1409 -1.9 -0.5 -0.1
N -3.4603 -2.5437 -3.3647 0.0 0.0 0.1
C -2.5972 -3.1282 -4.3793 -0.1 0.2 -0.1
C -4.8811 -2.4554 -3.6577 0.3 0.0 0.0
H -3.6959 -1.4849 -1.6035 0.4 -0.1 -0.2
H -1.6457 -3.4238 -3.9147 -0.3 0.2 -0.2
H -2.4154 -2.4147 -5.2043 0.1 -0.3 0.3
H -3.1234 -4.0017 -4.7895 0.3 0.1 0.1
H -5.4298 -2.2646 -2.7267 0.0 -0.1 -0.3
H -5.2012 -3.4093 -4.1004 -0.1 0.3 0.2
H -5.0943 -1.6515 -4.3846 0.0 -0.2 0.2
H 0.4008 -4.3398 1.3471 0.1 0.2 -0.2
H 1.0515 -3.5267 3.4642 0.1 0.3 0.0
C 0.9413 -3.5224 0.8500 -0.2 -0.2 -0.1
C 1.4643 -2.5918 3.0671 0.2 0.2 0.0
N 0.9521 -2.3738 1.7316 0.2 0.4 -0.3
H 0.4393 -3.2688 -0.0924 0.2 0.0 0.3
C 1.0067 -1.1084 1.2096 -0.9 0.2 -2.0
O 0.6810 -0.7933 0.0538 0.9 -0.7 2.3
H 1.1579 -1.7580 3.7092 0.1 -0.3 0.0
H 1.3695 -0.3666 1.9405 -0.2 0.1 0.0
H 1.9703 -3.8676 0.6431 -0.2 0.1 0.0
H 2.5659 -2.6543 3.0560 -0.2 -0.1 0.2
H 2.4043 3.6030 -0.2158 0.7 -0.1 -0.3
H 1.9217 4.1793 -2.9881 0.2 -0.1 0.0
C 3.3891 3.4104 -0.7115 0.0 0.1 0.5
C 2.9400 3.7807 -3.0933 -0.2 0.5 -0.4
N 3.2515 2.8489 -2.0401 -0.1 0.4 0.4
H 3.9925 2.7135 -0.1106 -0.4 0.3 0.0
C 2.9498 1.5376 -2.1577 -0.4 -0.7 -1.4
O 2.6209 0.9817 -3.2070 1.1 0.7 1.4
H 2.9936 3.2804 -4.0631 0.1 0.1 0.2
H 3.0386 1.0026 -1.1987 0.0 -0.1 -0.1
H 3.9489 4.3617 -0.7620 -0.3 -0.4 -0.1
H 3.6231 4.6385 -3.0496 0.1 -0.3 -0.1
O -2.5697 3.0729 -4.2304 1.3 -1.7 -0.6
C -3.0242 4.1894 -4.9547 -0.7 0.3 0.3
C -2.7883 3.8789 -7.4959 -0.3 -0.3 0.3
C -3.5718 3.8118 -6.3320 0.2 0.2 0.0
H -1.7650 4.2724 -7.4134 -0.6 -0.4 -0.2
C -3.3143 3.4304 -8.7078 0.2 0.1 -0.1
H -3.8980 4.4480 -4.3542 -0.3 0.5 -0.2
C -4.9075 3.3796 -6.4016 0.9 0.4 -0.3
H -2.6557 3.4297 -9.5911 -0.5 0.0 0.4
C -4.6429 2.9913 -8.7864 0.6 0.3 0.1
C -5.4255 3.0108 -7.6341 -0.7 -0.5 -0.2
H -5.4982 3.3806 -5.4829 0.0 -0.1 -0.3
H -5.0384 2.6584 -9.7490 0.0 0.1 0.4
H -6.4694 2.6873 -7.7073 0.3 0.1 0.1
Si -1.1151 1.7795 -4.8633 -0.3 -1.2 -0.7
Cl -0.0983 2.7046 -3.2242 0.1 2.5 1.7
C -0.1799 2.3681 -6.4138 0.4 0.2 -0.5
C -2.6066 0.6897 -5.6219 -0.1 -0.1 0.0
C -0.1483 0.3351 -4.0522 -0.2 -0.4 -1.5
H -0.7210 2.3617 -7.3744 -0.1 0.0 0.6
H 0.6632 1.6803 -6.6055 -0.2 0.1 0.5
H 0.2726 3.3641 -6.3014 -0.2 -0.1 0.1
H 0.8287 0.5895 -3.6569 -0.4 0.1 -0.3
H 0.0384 -0.4752 -4.7598 -0.6 -0.7 0.2
H -0.7657 0.0956 -3.1951 -0.1 -0.9 0.1
H -2.9629 1.0446 -6.5968 0.1 0.4 0.1
H -3.5318 0.6212 -5.0117 0.4 0.0 -0.1
H -2.2947 -0.3485 -5.8263 0.2 0.3 0.3
F -1.4335 -0.9677 4.9617 0.1 -0.1 0.4
C -1.7721 -0.5292 3.7386 -0.3 0.0 -1.2
C -2.2035 -1.4475 2.7541 0.6 0.2 1.3
F -2.2099 -2.7856 3.0542 -0.1 1.0 -0.2
C -2.5714 -0.9934 1.5191 -0.2 0.7 -0.9
F -2.9694 -1.8958 0.5864 0.0 0.2 0.4
C -2.5513 0.4011 1.1461 0.6 -0.4 1.6
O -3.0182 0.8385 0.0631 -0.4 0.5 -1.7
C -1.9589 1.2676 2.1407 -0.4 -0.8 -0.5
F -1.6943 2.5321 1.7915 -0.2 0.3 0.1
C -1.6556 0.8355 3.4137 0.1 -1.2 0.4
F -1.2076 1.6691 4.3858 -0.1 -0.1 -0.5
```
Positions in Å, forces in eV/Å.

***

# C3H11N2S

A cluster of 2 separate species, C3H11N2S in total in a non-equilibrium geometry (wB97M-V/def2-TZVPD, the OMol25 dataset).

Values from the calculation:
* calculated total energy: -628.2004 a.u.
* strongest force on any atom: 4.481 eV/A
* net charge: +1
* E_LUMO (spin up / spin down): -4.6 / -4.6 eV
* HOMO-LUMO gap (spin up / spin down): 0.32860 / 0.32861 hartree
* multiplicity: 1
* energy relative to the best compared isomer or geometry (same formula, charge and spin): 110.92 kcal per mole
* HOMO level (spin up / spin down): -13.566 / -13.566 eV

XYZ file:
```
17
Properties=species:S:1:pos:R:3:forces:R:3
C -2.9121 -0.4239 0.4877 -2.4 0.9 0.6
C 1.9201 1.9397 -0.0187 -1.0 2.1 -0.5
C 0.4265 0.1831 -0.6347 -2.3 1.0 -1.2
N 1.5045 0.5731 -0.1227 1.0 -4.2 1.0
N -0.0531 -1.2226 -0.4406 3.0 -0.6 -2.4
S 2.5359 -0.9351 0.6273 -0.5 2.0 1.7
H -2.1659 0.2839 0.9160 -0.1 -1.1 -0.4
H -3.8803 -0.1683 1.0228 1.2 -0.9 0.2
H -2.8389 -1.5226 0.3516 0.5 0.6 0.8
H 2.0659 2.2766 1.0072 -0.7 -0.4 0.2
H 2.8617 2.2404 -0.4430 0.4 -0.8 -0.9
H 1.0805 2.4790 -0.5648 1.2 -0.3 1.0
H -3.3025 -0.0780 -0.4467 0.6 0.5 -1.2
H -0.1510 -1.7569 -1.3968 0.7 1.3 2.1
H -0.9853 -1.1684 -0.1308 -1.8 0.3 1.0
H 0.6466 -1.6802 0.2212 -0.8 -0.3 -0.6
H 3.2475 -1.0196 -0.4349 1.0 -0.2 -1.6
```
Positions in Å, forces in eV/Å.

***

# H9PSi3

The molecule H9PSi3 in a non-equilibrium geometry (wB97M-V/def2-TZVPD, the OMol25 dataset).

Values from the calculation:
* calculated total energy: -1215.1284 a.u.
* strongest force on any atom: 3.372 eV/A
* net charge: 0
* E_LUMO: 0.3 eV
* HOMO-LUMO gap: 0.34000 hartree
* multiplicity: 1
* energy relative to the best compared isomer or geometry (same formula, charge and spin): 3.77 kcal per mole
* HOMO level: -8.994 eV
* SMILES: [SiH3]P([SiH3])[SiH3]

XYZ file:
```
13
Properties=species:S:1:pos:R:3:forces:R:3
Si -1.7008 1.0929 -0.5461 0.2 0.8 1.7
P 0.1314 0.5319 0.6385 0.0 0.0 0.1
Si 1.6826 0.7205 -1.0007 -0.6 -2.4 -0.1
Si -0.0708 -1.6613 1.3649 2.0 0.2 2.7
H -2.7461 1.5207 0.4097 0.0 -0.2 0.1
H -1.4840 2.3001 -1.3077 0.4 0.4 -0.6
H -2.1755 -0.0052 -1.2625 -0.6 -1.3 -1.2
H 1.7298 2.0184 -1.5836 -0.4 0.9 -0.5
H 3.0092 0.4914 -0.5135 0.8 -0.1 0.7
H 1.5205 -0.4752 -1.9376 -0.1 0.9 0.0
H 0.0147 -1.3722 2.9018 -0.4 0.1 -1.1
H 1.2178 -2.5057 1.4450 -0.6 0.7 -0.9
H -1.1289 -2.6562 1.3918 -0.7 0.1 -0.8
```
Positions in Å, forces in eV/Å.

***

# C5H10N2O2S

The molecule C5H10N2O2S in a non-equilibrium geometry (wB97M-V/def2-TZVPD, the OMol25 dataset).

Values from the calculation:
* calculated total energy: -854.6561 a.u.
* strongest force on any atom: 5.506 eV/A
* net charge: 0
* E_LUMO: 0.8 eV
* HOMO-LUMO gap: 0.35591 hartree
* multiplicity: 1
* energy relative to the best compared isomer or geometry (same formula, charge and spin): 6.78 kcal per mole
* HOMO level: -8.854 eV
* SMILES: C/C=N/[C@H](OC(N)=O)SC

XYZ file:
```
20
Properties=species:S:1:pos:R:3:forces:R:3
C 0.9454 -2.4964 0.6786 -0.1 2.6 -1.8
C 1.1285 -1.1894 -0.0911 4.4 -3.1 -1.1
N 0.2625 -0.3265 -0.1857 -1.9 1.0 0.5
C 0.2512 0.6504 -1.1851 -1.9 2.8 2.3
O 0.4809 2.0349 -0.4984 -1.6 -2.5 -0.9
C 1.7248 2.3148 -0.2424 1.4 1.5 -0.4
N 1.8208 3.3308 0.6670 0.1 -1.4 0.2
O 2.7109 1.8775 -0.7966 0.0 -1.2 0.2
S -1.3411 0.8550 -1.9629 -0.2 -0.5 -0.5
C -2.4384 0.2824 -0.6532 2.9 -1.5 1.1
H 0.5983 -3.1174 -0.0991 -0.7 -1.1 -0.9
H 0.1932 -2.3147 1.3570 -1.6 -0.1 1.8
H 1.8078 -2.9382 1.0418 1.8 -0.5 1.0
H 2.1423 -1.2643 -0.7172 -2.0 0.8 0.8
H 0.9158 0.5751 -1.9445 2.6 -0.2 -2.1
H 2.7690 3.4113 0.9441 0.5 1.1 0.2
H 1.1564 4.0574 0.6069 -0.4 0.8 0.4
H -2.5116 -0.8211 -0.6246 0.2 0.5 -0.2
H -3.3668 0.6511 -0.9146 -1.9 1.2 0.2
H -1.8999 0.5800 0.2907 -1.5 0.0 -0.7
```
Positions in Å, forces in eV/Å.